50
Properties=species:S:1:pos:R:3:mulliken_charge:R:1 method="wB97M-V/def2-TZVPD" homo_energy_ev=-12.31 orbital_gap_ev=8.40 lumo_ha=-0.144 charge=+1
C -2.17344 -2.15194 2.26011 -0.637
C -1.92479 -2.24749 0.95894 -0.023
N -1.75986 -2.37727 -0.54508 0.910
O -3.05139 -2.46151 -1.01875 -0.446
C -1.00877 -1.19405 -1.14540 0.041
N 0.39697 -1.10075 -0.67734 -0.315
C -1.89237 0.15320 -1.00974 -0.830
C -1.07057 1.52148 -0.79336 -0.865
C -0.44694 1.73329 0.68122 -0.358
S -1.69654 1.92356 2.04412 1.275
O -3.14225 1.92038 1.59487 -0.600
O -1.45187 3.29584 2.68805 -0.621
O -1.32356 0.77955 3.22519 -0.438
C -0.91216 -1.51260 -2.76349 -0.962
P -0.17262 -0.06189 -3.76406 0.430
O -0.82817 -0.07475 -5.38596 -0.490
Cl 1.90379 -0.36331 -4.02734 -0.206
N 0.09506 -2.64980 -2.88047 -0.111
C -0.40602 -3.90865 -2.25497 -0.760
Br 1.24765 -5.05537 -1.98838 -0.030
I -1.69930 -5.02411 -3.64303 0.295
C -1.07841 -3.71712 -0.76759 0.625
Cl -2.43985 -4.99686 -0.64707 -0.038
Cl 0.14051 -4.14828 0.53657 -0.017
H -2.76032 -2.31228 3.25290 0.377
H -3.67107 -2.08942 -0.32163 0.386
H 0.49591 -1.11338 0.34877 0.316
H 0.93245 -0.34526 -1.13044 0.368
H -2.71517 0.12057 -0.19481 0.457
H -2.46956 0.27351 -2.02111 0.407
H -0.22565 1.71879 -1.54870 0.336
H -1.83864 2.39007 -0.94706 0.423
H 0.15895 2.73230 0.63573 0.262
H 0.30724 0.93112 1.01694 0.058
H -0.58393 0.17278 2.92416 0.321
H -1.93389 -1.75846 -3.23658 0.697
H -1.52113 -0.78106 -5.46789 0.360
H 0.36538 -2.79662 -3.87236 0.375
O 2.17690 0.82972 3.63147 -0.630
C 2.78131 1.69363 3.03580 0.577
O 3.56796 1.46675 1.94724 -0.370
C 4.21297 2.68706 1.56719 -0.451
C 3.35699 3.78626 2.14741 -0.422
C 2.81471 3.14934 3.40712 -0.357
H 5.22682 2.68844 1.97848 0.287
H 4.27313 2.74778 0.47837 0.325
H 3.90773 4.71169 2.32616 0.344
H 2.53005 4.01203 1.46506 0.155
H 3.49000 3.28560 4.25549 0.317
H 1.81576 3.51749 3.64526 0.254


73
Properties=species:S:1:pos:R:3:mulliken_charge:R:1 method="wB97M-V/def2-TZVPD" homo_energy_ev="-19.16 / -19.35" orbital_gap_ev="6.27 / 6.76" e_above_lowest_kcal_mol=22.1 multiplicity=3 s2=2.0323 lumo_ha="-0.474 / -0.462" charge=+4
W -0.45089 0.07368 1.14784 0.466
N 4.20280 4.10889 1.29646 -0.127
C 3.01980 3.35589 1.88051 -0.561
C 2.90461 1.93927 1.32590 -0.094
C 2.43170 1.84224 -0.14296 -0.023
N 1.49803 0.67998 -0.26732 -0.753
C 1.73772 3.11221 -0.62680 -1.389
C 0.87217 3.72858 0.45599 0.135
N -0.25305 2.79113 0.79338 -0.667
C 1.70591 4.13043 1.69345 -1.283
H 5.07261 3.57461 1.38572 0.408
H 4.35058 4.99206 1.79633 0.420
H 4.08603 4.34272 0.30909 0.304
H 3.24794 3.28742 2.94300 0.532
H 2.14745 1.45227 1.94336 -0.513
H 3.83422 1.38400 1.47117 0.609
H 3.28595 1.64981 -0.79508 0.502
H 2.06290 -0.15842 -0.13799 0.341
H 1.20328 0.62317 -1.24175 0.303
H 1.13921 2.89764 -1.51669 0.523
H 2.47076 3.84653 -0.96741 0.351
H 0.42074 4.64112 0.06297 0.670
H -0.88035 2.81464 -0.00907 0.156
H -0.78473 3.26563 1.52397 0.361
H 1.10602 3.99753 2.59564 0.356
H 1.91190 5.20208 1.63996 0.407
C -2.80955 1.17563 -2.50117 -1.252
C -1.77523 1.03996 -1.58818 0.055
N -1.86896 0.33192 -0.45374 0.392
C -3.05763 -0.31924 -0.22690 0.340
C -4.16505 -0.21365 -1.08727 0.858
C -4.02018 0.56492 -2.25005 -0.724
C -5.37217 -0.91247 -0.77209 -1.015
C -5.44049 -1.72522 0.30691 -1.011
C -4.30470 -1.91155 1.15569 0.938
C -4.29077 -2.81779 2.23221 -0.906
C -3.13511 -2.97861 2.96214 -1.117
C -2.01742 -2.21140 2.65254 -0.033
N -2.00734 -1.31859 1.66506 0.916
C -3.12913 -1.18680 0.90024 0.020
H -2.65613 1.75588 -3.40087 0.514
H -0.82627 1.52557 -1.78163 0.301
H -4.84642 0.66176 -2.94425 0.546
H -6.22530 -0.79257 -1.42770 0.489
H -6.34719 -2.27238 0.53264 0.504
H -5.17966 -3.39341 2.46181 0.550
H -3.08174 -3.68935 3.77534 0.516
H -1.10608 -2.33562 3.21875 0.472
C 0.26051 0.09883 4.20054 -0.931
N 0.62071 -0.43716 2.87810 -0.007
C 1.37974 -1.51501 2.77949 -0.430
C 1.40017 -2.14602 1.53328 -0.016
C 2.07096 -3.24808 0.99713 -0.714
C 1.57674 -3.43023 -0.29849 -1.007
C 0.61206 -2.45653 -0.51548 -0.475
N 0.49491 -1.65132 0.57481 1.038
C -1.19831 0.49794 4.16978 0.505
C -2.06226 0.26246 5.22144 -0.874
C -3.39607 0.65801 5.12965 -0.715
C -3.88220 1.28228 3.98206 -0.978
C -3.03262 1.52474 2.91940 0.206
C -1.69904 1.11477 3.00945 1.045
H 0.87409 0.97303 4.44268 0.223
H 0.43636 -0.63699 4.98547 0.627
H 1.92689 -1.92249 3.62548 0.649
H 2.82296 -3.84620 1.49071 0.587
H 1.87630 -4.19956 -0.99261 0.517
H 0.01314 -2.30782 -1.40293 0.563
H -1.70251 -0.21726 6.12399 0.534
H -4.06075 0.48519 5.96689 0.491
H -4.91357 1.60517 3.93282 0.515
H -3.40227 2.04431 2.04246 0.535
H -0.94164 1.53623 2.32651 -0.674


50
Properties=species:S:1:pos:R:3:mulliken_charge:R:1 method="wB97M-V/def2-TZVPD" homo_energy_ev="-4.51 / -4.52" orbital_gap_ev="5.51 / 5.45" lumo_ha="0.037 / 0.034" charge=-1
Pd -0.85459 1.13497 0.49979 -0.255
S -1.67259 1.75547 2.71639 -0.297
C -2.64479 2.92767 1.91749 1.155
S -2.35719 3.04127 0.22619 -0.256
C -3.53409 3.75927 2.57769 0.079
C -3.78179 3.67717 3.95309 0.008
N -4.02769 3.65127 5.07849 -0.548
C -4.23109 4.75987 1.89119 -0.003
N -4.80179 5.60387 1.35439 -0.539
C 1.20421 1.25667 -3.93041 -1.652
C 0.69821 1.36417 -2.49341 0.705
C 0.55071 2.82547 -2.05081 -1.037
C 1.60351 0.65647 -1.51181 1.233
C 2.95921 0.91887 -1.46651 -0.177
C 3.76831 0.32147 -0.51341 -1.535
C 3.21141 -0.51443 0.44059 -0.275
C 1.86041 -0.81143 0.43949 0.793
C 1.23741 -1.58903 1.57739 1.127
C 1.12931 -0.65153 2.78579 -1.082
C 1.99071 -2.88043 1.89539 -1.765
C 1.03551 -0.23373 -0.56241 -0.105
N -0.31139 -0.47443 -0.64411 -0.682
C -0.93159 -1.66023 -0.64181 -1.173
C -0.36279 -2.87863 -1.06721 -0.025
C -1.13629 -4.01533 -1.15481 -0.895
C -2.48479 -4.00283 -0.82961 -0.452
C -3.07239 -2.82413 -0.38511 -0.715
C -2.29959 -1.69753 -0.29891 0.835
F -2.83909 -0.51683 0.16359 -0.161
H 0.50101 1.73237 -4.61131 0.443
H 1.30571 0.21117 -4.21631 0.396
H 2.17231 1.74017 -4.03811 0.273
H -0.29729 0.90177 -2.44191 0.195
H 1.51611 3.32857 -2.04491 0.284
H 0.13311 2.85577 -1.02841 0.121
H -0.12529 3.35917 -2.71671 0.400
H 3.40291 1.60017 -2.17841 0.341
H 4.82961 0.52827 -0.49691 0.378
H 3.84941 -0.93283 1.20659 0.301
H 0.21451 -1.87023 1.30819 0.031
H 2.10851 -0.31413 3.12049 0.292
H 0.62181 -1.14533 3.61179 0.464
H 0.53831 0.23097 2.49449 -0.047
H 2.97721 -2.67913 2.30809 0.338
H 2.10371 -3.47633 0.99009 0.388
H 1.42841 -3.46683 2.61969 0.435
H 0.68601 -2.89433 -1.33131 0.481
H -0.67959 -4.93433 -1.49271 0.372
H -3.07739 -4.90053 -0.91621 0.363
H -4.11469 -2.77793 -0.11301 0.446


17
Properties=species:S:1:pos:R:3:mulliken_charge:R:1 method="wB97M-V/def2-TZVPD" homo_energy_ev=-8.46 orbital_gap_ev=8.58 e_above_lowest_kcal_mol=0.0 lumo_ha=0.005
C 1.97887 -0.70091 -0.44751 -0.312
C 2.89361 -0.04435 -0.02539 0.480
C 0.22705 -2.27294 0.26803 -0.898
C 0.76860 -1.40123 -0.89059 0.269
C -2.05043 2.41832 0.17619 -0.645
O -0.17783 -0.53936 -1.35906 -0.621
O -1.40585 1.29919 0.76440 -0.137
P -1.66767 -0.19310 0.26278 0.351
S -0.39946 -1.17142 1.58020 -0.125
S 4.20204 0.89861 0.49632 -0.302
H -0.59628 -2.88528 -0.09216 0.373
H 0.99817 -2.89372 0.71570 0.400
H 1.03818 -2.09994 -1.70679 0.242
H -2.82164 2.11142 -0.53197 0.332
H -1.29621 2.99835 -0.34864 0.244
H -2.49245 3.02303 0.96987 0.242
H 4.88436 -0.11893 1.03477 0.106


72
Properties=species:S:1:pos:R:3:mulliken_charge:R:1 method="wB97M-V/def2-TZVPD" homo_energy_ev="-16.96 / -19.09" orbital_gap_ev="6.16 / 4.77" e_above_lowest_kcal_mol=0.1 multiplicity=5 s2=6.0158 lumo_ha="-0.397 / -0.526" charge=+4
P 3.85748 -1.45796 -0.50044 0.718
C 3.87316 -0.62122 1.16795 -0.786
H 4.91086 -0.62975 1.55177 0.468
H 3.21141 -1.13799 1.88497 0.095
H 3.52245 0.42129 1.06126 0.287
C 5.30311 -2.61506 -0.37110 -1.125
H 5.65853 -2.88009 -1.37955 0.398
H 5.00125 -3.56316 0.11456 0.378
H 6.13597 -2.17081 0.20664 0.424
C 4.58774 0.02601 -1.35905 -1.111
H 5.63763 0.18893 -1.00590 0.446
H 3.96155 0.92653 -1.14325 0.305
H 4.51902 -0.25267 -2.43425 0.425
P -1.39642 4.44510 -1.57346 0.592
C -1.56551 5.16946 0.08373 -1.215
H -1.80552 6.22821 -0.08317 0.529
H -0.61471 5.05182 0.62008 0.377
H -2.40185 4.65399 0.57376 0.394
C -0.27748 5.68196 -2.27182 -1.210
H -0.29153 5.53769 -3.35561 0.418
H 0.73471 5.57820 -1.85586 0.373
H -0.70132 6.64715 -2.00052 0.478
C -3.06065 4.89541 -2.14940 -1.176
H -3.18177 5.95911 -1.91279 0.469
H -3.80929 4.29531 -1.60270 0.385
H -3.11265 4.70470 -3.23121 0.412
P -2.30531 -3.14054 0.50509 0.910
C -3.21032 -2.67743 2.01429 -1.308
H -4.22287 -3.11582 2.04009 0.468
H -3.31558 -1.58537 2.03318 0.306
H -2.66061 -3.01897 2.90298 0.379
C -3.53633 -2.73538 -0.79316 -1.269
H -4.50600 -3.23833 -0.62103 0.457
H -3.16088 -3.03708 -1.77800 0.392
H -3.71318 -1.65329 -0.80964 0.317
C -2.36006 -4.96325 0.56570 -1.261
H -3.21840 -5.33386 1.16257 0.422
H -1.43546 -5.28959 1.06252 0.325
H -2.41484 -5.40686 -0.44881 0.403
Os -0.40285 0.85097 -1.86064 0.831
C 0.69803 1.96042 -0.64122 0.339
O 1.38937 2.56241 0.09241 -0.439
C -1.91644 1.34117 -0.74712 0.351
O -2.73946 1.67354 0.02923 -0.425
C -1.67227 0.38063 -3.45355 -0.739
C -1.10570 -0.79946 -2.94913 -0.052
C 0.27257 -0.88349 -2.79959 0.082
C 1.09300 0.15546 -3.18105 -0.331
C 0.54163 1.32724 -3.69464 -0.652
C -0.85303 1.44002 -3.86607 -0.465
H -2.75127 0.48963 -3.54381 0.589
H -1.76726 -1.54646 -2.52162 0.000
H 0.68958 -1.71563 -2.23909 0.616
H 2.15008 0.13470 -2.94993 0.280
H 1.15634 2.16447 -3.98311 0.514
H -1.29263 2.35630 -4.26397 0.621
C 1.49413 -3.66524 3.40528 -0.878
N 0.92795 -2.34410 3.67279 0.275
C 0.92868 -1.71578 4.91414 -0.503
C 0.37454 -0.49077 4.73852 -0.456
N 0.02888 -0.37055 3.40296 0.265
C -0.51868 0.82268 2.77366 -0.647
C 0.28726 -1.54871 2.75431 -0.092
Se -0.02785 -1.92064 0.91679 -0.040
H 2.59146 -3.68498 3.58261 0.318
H 1.28393 -3.91345 2.34898 0.273
H 1.01256 -4.37915 4.09863 0.374
H 1.30332 -2.21392 5.79029 0.540
H 0.17095 0.29350 5.44737 0.519
H -0.96176 1.43543 3.57410 0.324
H 0.24790 1.41408 2.24045 0.195
H -1.26927 0.50327 2.04158 0.123


Please write out number 1 again, unchanged.
50
Properties=species:S:1:pos:R:3:mulliken_charge:R:1 method="wB97M-V/def2-TZVPD" homo_energy_ev=-12.31 orbital_gap_ev=8.40 lumo_ha=-0.144 charge=+1
C -2.17344 -2.15194 2.26011 -0.637
C -1.92479 -2.24749 0.95894 -0.023
N -1.75986 -2.37727 -0.54508 0.910
O -3.05139 -2.46151 -1.01875 -0.446
C -1.00877 -1.19405 -1.14540 0.041
N 0.39697 -1.10075 -0.67734 -0.315
C -1.89237 0.15320 -1.00974 -0.830
C -1.07057 1.52148 -0.79336 -0.865
C -0.44694 1.73329 0.68122 -0.358
S -1.69654 1.92356 2.04412 1.275
O -3.14225 1.92038 1.59487 -0.600
O -1.45187 3.29584 2.68805 -0.621
O -1.32356 0.77955 3.22519 -0.438
C -0.91216 -1.51260 -2.76349 -0.962
P -0.17262 -0.06189 -3.76406 0.430
O -0.82817 -0.07475 -5.38596 -0.490
Cl 1.90379 -0.36331 -4.02734 -0.206
N 0.09506 -2.64980 -2.88047 -0.111
C -0.40602 -3.90865 -2.25497 -0.760
Br 1.24765 -5.05537 -1.98838 -0.030
I -1.69930 -5.02411 -3.64303 0.295
C -1.07841 -3.71712 -0.76759 0.625
Cl -2.43985 -4.99686 -0.64707 -0.038
Cl 0.14051 -4.14828 0.53657 -0.017
H -2.76032 -2.31228 3.25290 0.377
H -3.67107 -2.08942 -0.32163 0.386
H 0.49591 -1.11338 0.34877 0.316
H 0.93245 -0.34526 -1.13044 0.368
H -2.71517 0.12057 -0.19481 0.457
H -2.46956 0.27351 -2.02111 0.407
H -0.22565 1.71879 -1.54870 0.336
H -1.83864 2.39007 -0.94706 0.423
H 0.15895 2.73230 0.63573 0.262
H 0.30724 0.93112 1.01694 0.058
H -0.58393 0.17278 2.92416 0.321
H -1.93389 -1.75846 -3.23658 0.697
H -1.52113 -0.78106 -5.46789 0.360
H 0.36538 -2.79662 -3.87236 0.375
O 2.17690 0.82972 3.63147 -0.630
C 2.78131 1.69363 3.03580 0.577
O 3.56796 1.46675 1.94724 -0.370
C 4.21297 2.68706 1.56719 -0.451
C 3.35699 3.78626 2.14741 -0.422
C 2.81471 3.14934 3.40712 -0.357
H 5.22682 2.68844 1.97848 0.287
H 4.27313 2.74778 0.47837 0.325
H 3.90773 4.71169 2.32616 0.344
H 2.53005 4.01203 1.46506 0.155
H 3.49000 3.28560 4.25549 0.317
H 1.81576 3.51749 3.64526 0.254